Molecular formula: C60H41BBrCl4N6O2Pb
Method: DFT, ωB97M-V/def2-TZVPD

Results
Relative energy (zero: lowest compared OMol25 entry of this formula, charge and spin)   0.691 eV
LUMO energy (spin up / spin down)   -4.03 / -4.21 eV
Orbital gap (spin up / spin down)   5.3 / 5.2 eV
Net charge   +1
HOMO energy (spin up / spin down)   -9.32 / -9.44 eV

Structure (XYZ):
```
116
C60H41BBrCl4N6O2Pb (ωB97M-V/def2-TZVPD)
Pb 0.36 -1.13 -0.52
Cl -7.82 -4.74 0.41
C -6.22 -4.24 0.76
C -5.98 -2.94 1.20
C -4.68 -2.53 1.45
C -3.59 -3.40 1.27
C -3.86 -4.69 0.77
C -5.16 -5.11 0.54
C -2.24 -2.86 1.39
C -2.04 -1.60 2.06
C -2.29 -1.38 3.41
C -1.49 -0.32 3.84
C -0.77 0.17 2.74
C 0.20 1.18 2.72
C 0.15 2.14 3.85
C -0.96 2.97 4.00
C -1.01 3.91 5.01
C 0.05 4.01 5.90
Cl -0.01 5.18 7.17
C 1.15 3.17 5.79
C 1.20 2.25 4.75
C 1.20 1.37 1.75
N 1.57 0.49 0.77
C 2.65 1.02 0.13
C 3.48 0.34 -0.78
C 4.46 1.08 -1.61
C 4.33 0.98 -3.00
C 5.16 1.68 -3.85
C 6.17 2.47 -3.31
Cl 7.22 3.35 -4.36
C 6.35 2.54 -1.94
C 5.49 1.85 -1.10
C 3.47 -1.07 -0.92
C 4.58 -1.87 -1.37
C 4.27 -3.16 -1.09
C 2.96 -3.16 -0.50
N 2.50 -1.89 -0.45
C 2.26 -4.27 0.02
C 0.98 -4.24 0.59
C 0.37 -5.36 1.26
C -0.91 -5.00 1.54
C -1.08 -3.64 1.09
N 0.08 -3.20 0.56
C 2.96 -5.58 0.00
C 2.42 -6.67 -0.67
C 3.09 -7.88 -0.73
C 4.32 -8.00 -0.09
Cl 5.18 -9.50 -0.18
C 4.86 -6.94 0.61
C 4.19 -5.73 0.65
C 2.91 2.34 0.66
C 2.05 2.53 1.69
N -1.20 -0.57 1.59
H -6.81 -2.27 1.35
H -4.50 -1.51 1.76
H -3.06 -5.37 0.55
H -5.35 -6.11 0.19
H -2.90 -2.01 4.04
H -1.36 0.01 4.85
H -1.78 2.89 3.29
H -1.86 4.57 5.11
H 1.96 3.25 6.50
H 2.06 1.60 4.66
H 3.54 0.36 -3.41
H 5.03 1.62 -4.92
H 7.16 3.12 -1.53
H 5.65 1.90 -0.03
H 5.50 -1.47 -1.79
H 4.87 -4.04 -1.27
H 0.87 -6.28 1.51
H -1.62 -5.56 2.12
H 1.46 -6.56 -1.18
H 2.68 -8.72 -1.26
H 5.81 -7.06 1.13
H 4.59 -4.90 1.21
H 3.67 3.02 0.31
H 1.97 3.39 2.34
C -4.07 6.28 -2.18
C -3.22 5.98 -0.93
C -1.79 6.48 -1.18
C -3.79 6.75 0.26
C -3.27 4.48 -0.64
C -4.50 3.86 -0.41
C -4.62 2.53 -0.03
C -3.46 1.82 0.12
O -3.25 0.55 0.63
B -1.88 0.42 0.72
O -1.23 1.51 0.18
C -2.23 2.40 -0.15
C -2.11 3.72 -0.54
H -3.99 7.33 -2.44
H -5.12 6.06 -1.99
H -3.74 5.68 -3.03
H -1.83 7.55 -1.41
H -1.34 5.98 -2.04
H -1.16 6.35 -0.30
H -3.75 7.82 0.05
H -3.22 6.55 1.17
H -4.83 6.48 0.45
H -5.41 4.44 -0.51
H -5.59 2.10 0.20
H -1.12 4.13 -0.70
Br 0.42 -1.66 -6.86
C 0.57 -0.46 -5.41
C 0.54 0.91 -5.63
C 0.67 1.75 -4.53
C 0.81 1.18 -3.27
N 0.81 -0.14 -3.08
C 0.70 -0.94 -4.12
H 0.41 1.31 -6.62
H 0.67 2.82 -4.65
H 0.93 1.80 -2.39
H 0.70 -2.01 -3.93
N -2.58 -3.37 -1.95
C -1.69 -2.63 -1.98
H -3.34 -4.01 -1.87
```

Molecular formula: C60H45BiN3OP2S
Method: DFT, ωB97M-V/def2-TZVPD

Results
LUMO energy   -8.12 eV
Orbital gap   6.1 eV
Net charge   +3
HOMO energy   -14.22 eV

Structure (XYZ):
```
113
C60H45BiN3OP2S (ωB97M-V/def2-TZVPD)
Bi -0.07 -1.41 -1.52
O -0.51 0.69 -1.06
S -1.77 1.20 -1.90
C -2.74 2.12 -0.81
C -2.81 3.47 -0.78
C -3.62 4.25 0.07
C -4.46 3.57 0.85
C -5.42 3.95 1.91
C -6.46 2.84 1.93
C -5.61 1.63 1.45
C -5.91 0.30 1.33
C -4.87 -0.53 0.87
C -3.73 -0.04 0.22
P -2.41 -1.24 0.07
C -1.90 -1.56 1.76
C -1.30 -2.76 2.08
C -0.85 -2.97 3.39
C -1.01 -2.04 4.40
C -1.64 -0.82 4.10
C -2.01 -0.54 2.77
C -3.11 -2.82 -0.48
C -3.87 -3.68 0.31
C -4.56 -4.70 -0.30
C -4.47 -4.99 -1.66
C -3.73 -4.13 -2.45
C -3.07 -3.06 -1.89
C -3.58 1.38 0.08
C -4.51 2.16 0.76
C -1.22 2.33 -3.09
C -2.27 2.99 -3.73
C -2.12 4.04 -4.62
C -0.80 4.48 -4.80
C -0.35 5.70 -5.45
C 1.17 5.72 -5.26
C 1.43 4.42 -4.57
C 2.62 3.93 -4.07
C 2.59 2.64 -3.46
C 1.40 1.97 -3.10
P 1.83 0.32 -2.42
C 2.56 -0.49 -3.78
C 3.94 -0.60 -3.97
C 4.32 -1.17 -5.17
C 3.47 -1.73 -6.10
C 2.08 -1.70 -5.82
C 1.65 -1.06 -4.70
C 3.01 0.53 -1.08
C 3.80 -0.59 -0.78
C 4.65 -0.57 0.31
C 4.77 0.61 1.12
C 3.97 1.69 0.82
C 3.07 1.65 -0.24
C 0.17 2.62 -3.40
C 0.28 3.77 -4.21
H -2.24 4.19 -1.36
H -3.52 5.35 0.08
H -5.88 4.93 1.72
H -4.80 3.94 2.86
H -7.27 3.02 1.24
H -6.97 2.58 2.85
H -6.81 -0.15 1.70
H -5.02 -1.63 0.97
H -1.22 -3.60 1.43
H -0.52 -3.94 3.76
H -0.76 -2.26 5.41
H -1.89 -0.06 4.84
H -2.55 0.39 2.57
H -3.92 -3.41 1.38
H -5.24 -5.32 0.29
H -5.00 -5.87 -2.03
H -3.56 -4.30 -3.47
H -2.51 -2.39 -2.61
H -3.26 2.69 -3.46
H -2.92 4.47 -5.16
H -0.82 6.56 -5.03
H -0.52 5.77 -6.58
H 1.45 6.61 -4.64
H 1.73 5.76 -6.21
H 3.63 4.29 -4.09
H 3.57 2.23 -3.32
H 4.55 -0.12 -3.18
H 5.37 -1.41 -5.40
H 3.83 -2.20 -7.01
H 1.33 -2.15 -6.52
H 0.55 -1.04 -4.52
H 3.81 -1.52 -1.41
H 5.14 -1.48 0.65
H 5.37 0.65 2.00
H 3.98 2.57 1.51
H 2.66 2.60 -0.46
N 3.66 -3.32 4.45
C 4.12 -3.06 5.79
C 4.82 -3.90 6.67
C 4.99 -3.43 7.97
C 4.32 -2.27 8.32
C 3.57 -1.47 7.48
C 3.47 -1.91 6.18
N 2.70 -1.41 5.07
C 2.91 -2.24 4.13
C 2.37 -2.06 2.73
C 2.36 -3.08 1.74
C 1.71 -2.91 0.55
N 1.08 -1.73 0.27
C 1.14 -0.77 1.21
C 1.69 -0.89 2.46
H 4.06 -4.03 3.87
H 5.27 -4.83 6.43
H 5.50 -4.04 8.75
H 4.51 -1.88 9.38
H 3.09 -0.63 7.87
H 2.92 -4.02 1.93
H 1.62 -3.73 -0.14
H 0.59 0.14 1.00
H 1.78 -0.07 3.17
```

Molecular formula: C60H48AlN2O3P2S
Method: DFT, ωB97M-V/def2-TZVPD

Results
LUMO energy   -2.20 eV
Orbital gap   7.7 eV
Net charge   +1
HOMO energy   -9.95 eV

Structure (XYZ):
```
117
C60H48AlN2O3P2S (ωB97M-V/def2-TZVPD)
Al -1.51 -0.14 0.47
C -4.85 -1.75 -1.42
C -4.12 -0.75 -0.57
O -2.81 -0.84 -0.53
C -4.81 0.18 0.15
C -4.21 0.97 1.17
C -5.09 1.83 2.02
N -2.93 0.88 1.37
N -2.37 1.48 2.50
C -1.27 0.86 2.82
O -0.86 -0.21 2.13
C -0.49 1.34 3.97
C 0.61 0.63 4.43
C 1.33 1.09 5.51
C 0.95 2.26 6.16
C -0.15 2.98 5.70
C -0.86 2.53 4.60
H -4.17 -2.50 -1.81
H -5.61 -2.25 -0.83
H -5.36 -1.25 -2.25
H -5.88 0.23 0.05
H -5.90 1.24 2.44
H -4.52 2.30 2.82
H -5.55 2.60 1.39
H 0.89 -0.29 3.93
H 2.19 0.54 5.86
H 1.49 2.59 7.04
H -0.46 3.88 6.20
H -1.70 3.08 4.22
O 1.52 1.28 1.44
S 1.39 0.05 0.62
C 2.33 -1.26 1.37
C 3.33 -0.96 2.26
C 4.21 -1.95 2.75
C 4.09 -3.22 2.28
C 4.89 -4.47 2.53
C 4.24 -5.56 1.64
C 3.07 -4.87 0.98
C 2.12 -5.33 0.11
C 1.13 -4.43 -0.32
C 1.08 -3.10 0.06
P -0.44 -2.20 -0.51
C -1.66 -3.45 0.04
C -2.29 -4.39 -0.76
C -3.18 -5.29 -0.19
C -3.44 -5.25 1.17
C -2.81 -4.30 1.97
C -1.92 -3.41 1.41
C -0.32 -2.35 -2.33
C 0.91 -2.58 -2.95
C 0.98 -2.69 -4.33
C -0.15 -2.54 -5.11
C -1.37 -2.26 -4.50
C -1.46 -2.17 -3.12
C 2.10 -2.59 0.92
C 3.04 -3.53 1.38
C 2.51 0.44 -0.75
C 3.66 -0.24 -1.05
C 4.64 0.29 -1.91
C 4.46 1.55 -2.41
C 5.35 2.45 -3.22
C 4.54 3.75 -3.42
C 3.24 3.51 -2.70
C 2.14 4.30 -2.51
C 1.05 3.77 -1.79
C 1.05 2.52 -1.22
P -0.55 2.07 -0.40
C -1.63 2.32 -1.86
C -2.28 3.49 -2.24
C -2.97 3.54 -3.45
C -3.04 2.43 -4.26
C -2.41 1.25 -3.89
C -1.70 1.21 -2.70
C -0.85 3.51 0.67
C 0.22 4.14 1.30
C 0.00 5.28 2.05
C -1.28 5.79 2.20
C -2.36 5.14 1.61
C -2.15 4.01 0.84
C 2.21 1.70 -1.35
C 3.25 2.23 -2.14
H 3.44 0.07 2.57
H 4.99 -1.67 3.45
H 4.85 -4.75 3.59
H 5.94 -4.32 2.28
H 3.91 -6.42 2.22
H 4.93 -5.93 0.88
H 2.10 -6.36 -0.23
H 0.37 -4.81 -0.99
H -2.10 -4.42 -1.83
H -3.67 -6.03 -0.81
H -4.13 -5.96 1.61
H -3.02 -4.26 3.04
H -1.42 -2.67 2.02
H 1.80 -2.67 -2.35
H 1.94 -2.90 -4.79
H -0.09 -2.65 -6.18
H -2.26 -2.12 -5.11
H -2.40 -1.94 -2.65
H 3.86 -1.19 -0.58
H 5.54 -0.27 -2.12
H 5.61 1.99 -4.17
H 6.29 2.64 -2.69
H 4.36 3.95 -4.48
H 5.06 4.62 -3.01
H 2.08 5.31 -2.90
H 0.18 4.40 -1.68
H -2.25 4.37 -1.61
H -3.45 4.46 -3.74
H -3.58 2.47 -5.20
H -2.47 0.37 -4.51
H -1.16 0.31 -2.41
H 1.21 3.73 1.21
H 0.84 5.78 2.52
H -1.44 6.69 2.78
H -3.36 5.54 1.72
H -2.98 3.50 0.38
```

For the records above, the corresponding max |F| values read 0.64 3.75 1.27 eV/A.
For the records above, the corresponding molecular weight values read 1317.756 1127.035 966.052 g mol⁻¹.
For the records above, the corresponding electronic energy values read -7422.4292 -3847.5035 -3973.7672 a.u..